The following is a quantum chemistry calculation of a molecular structure, C9H19NaO4P at a distorted geometry, from OMol25.

```
34
C9H19NaO4P | OMol25 | ωB97M-V/def2-TZVPD
C -2.199 -2.452 -1.263
C -2.396 -1.227 -0.412
O -3.111 -1.262 0.494
O -1.705 -0.080 -0.650
C -1.645 0.341 -2.016
C -0.193 0.621 -2.484
C 0.839 0.480 -1.372
C 1.178 -0.983 -0.977
C 0.964 -1.240 0.529
C 2.211 -0.932 1.400
P 2.387 0.818 1.940
C 0.679 1.424 2.400
O 0.848 2.858 2.591
O -0.333 3.546 2.288
H -2.011 -3.329 -0.668
H -1.431 -2.281 -2.009
H -3.113 -2.633 -1.812
H -2.178 1.279 -2.098
H -2.133 -0.343 -2.701
H -0.160 1.656 -2.803
H 0.071 0.039 -3.356
H 0.499 1.030 -0.510
H 1.767 0.932 -1.702
H 0.561 -1.687 -1.515
H 2.213 -1.206 -1.200
H 0.657 -2.272 0.656
H 0.151 -0.643 0.920
H 2.160 -1.585 2.257
H 3.096 -1.141 0.814
H 2.715 1.550 0.777
H 0.365 1.029 3.368
H -0.082 1.214 1.659
H -1.042 3.244 2.886
Na 0.373 3.233 4.569
```

Values from the calculation:
HOMO energy (eV): -11.80
Largest force on an atom (eV/A): 4.61
Frontier orbital gap (eV): 7.14
E_tot (eV): -31526.4002
Total charge: +1

Mulliken atomic charge list, values in e, 8 entries: C -1.06; C 0.71; O -0.52; O -0.37; C -0.57; C -1.00; C -0.35; C -0.74

The following is a quantum chemistry calculation of C9H19OP in the gas phase at a distorted geometry, from OMol25.

```
30
C9H19OP | OMol25 | ωB97M-V/def2-TZVPD
C 0.623 2.313 1.612
C 0.871 1.603 0.462
C 2.258 1.631 -0.081
C -0.276 0.961 -0.279
C -0.485 1.670 -1.589
C -0.334 -0.593 -0.436
C 1.017 -1.142 -0.563
C -1.425 -1.076 -1.358
P -0.886 -1.087 1.310
C -1.121 -2.922 1.597
O -2.051 -0.280 1.731
H 1.300 2.965 1.996
H -0.373 2.206 2.106
H 2.301 1.509 -1.171
H 2.978 0.989 0.370
H 2.811 2.612 0.060
H -1.204 1.188 0.319
H -1.397 1.515 -2.141
H 0.168 1.217 -2.400
H -0.151 2.754 -1.597
H 1.795 -0.603 -0.080
H 1.217 -1.298 -1.617
H 0.920 -2.150 -0.107
H -1.359 -1.026 -2.398
H -2.377 -0.558 -1.149
H -1.851 -2.122 -1.254
H 0.405 -0.598 1.916
H -2.015 -3.286 1.077
H -0.275 -3.425 0.983
H -1.082 -2.966 2.683
```

Values from the calculation:
HOMO energy (eV): -8.92
Largest force on an atom (eV/A): 4.94
Frontier orbital gap (eV): 9.66
ΔE to the lowest compared entry with this formula, charge and spin (eV): 0.000
SMILES string: C=C(C)[C@@H](C)C(C)(C)[P@H](C)=O
E_tot (eV): -20975.8706
Total charge: 0

Mulliken atomic charge list, values in e, 8 entries: C -1.29; C 0.61; C -1.80; C 0.51; C -1.79; C 1.31; C -1.42; C -1.76

The following is a quantum chemistry calculation of a molecular structure, C9H20AsBF3O7 at a distorted geometry, from OMol25.

```
41
C9H20AsBF3O7 | OMol25 | ωB97M-V/def2-TZVPD
O 3.192 0.292 0.589
C 2.816 0.722 -0.640
O 2.074 2.012 -0.832
C 1.175 1.882 -1.998
C -0.411 2.147 -1.673
C -0.773 3.677 -1.196
C -2.165 4.192 -1.958
As -3.798 3.090 -1.486
O -5.264 2.058 -0.896
B -4.620 0.719 -0.649
O -4.759 -0.408 -1.618
O -3.766 0.449 0.542
H 3.160 0.033 -1.539
H 1.520 2.513 -2.938
H 1.259 0.742 -2.342
H -0.843 1.421 -0.862
H -0.999 1.972 -2.693
H -0.992 3.724 -0.036
H 0.099 4.461 -1.397
H -2.006 4.177 -3.138
H -2.405 5.304 -1.620
H -3.165 1.755 -1.966
H -4.410 3.228 -2.933
H -4.639 4.368 -1.109
H -3.235 2.947 -0.035
H -4.174 -0.155 -2.403
H -3.972 1.146 1.258
C 3.525 -2.684 1.222
C 3.095 -2.744 2.676
O 2.331 -3.932 2.934
C 3.049 -5.089 3.073
O 4.273 -5.152 2.997
C 2.124 -6.267 3.385
F 1.042 -6.318 2.557
F 1.628 -6.208 4.654
F 2.742 -7.476 3.274
H 2.657 -2.768 0.560
H 4.044 -1.745 1.010
H 4.196 -3.512 0.971
H 2.443 -1.893 2.899
H 3.952 -2.681 3.357
```

Values from the calculation:
HOMO energy (eV): -3.93
Largest force on an atom (eV/A): 9.06
Frontier orbital gap (eV): 6.14
ΔE to the lowest compared entry with this formula, charge and spin (eV): 4.871
E_tot (eV): -93654.2853
Total charge: -1

Mulliken atomic charge list, values in e, 8 entries: O -0.48; C 0.22; O -0.28; C -0.47; C -0.30; C -0.38; C -1.01; As -0.04

The following is a quantum chemistry calculation of 2 unconnected molecules or ions with the total composition C9H20BrO6P at a distorted geometry, from OMol25.

```
37
C9H20BrO6P | OMol25 | ωB97M-V/def2-TZVPD
C 1.929 1.512 -1.526
P 3.738 1.708 -1.752
O 3.963 1.371 -3.343
C 4.397 0.213 -0.794
O 4.938 -0.740 -1.718
C 4.956 -1.968 -1.285
O 4.270 -2.458 -0.523
Br 6.364 -3.012 -2.111
H 1.598 0.493 -1.637
H 1.709 1.871 -0.539
H 1.466 2.134 -2.266
H 4.644 1.957 -3.680
H 3.567 -0.181 -0.224
H 5.148 0.598 -0.125
C -2.265 -2.752 -0.665
O -2.119 -1.923 0.467
C -0.786 -1.493 0.683
C -0.741 -0.103 1.284
O -1.047 0.953 0.382
C -2.388 1.085 -0.072
C -3.369 1.584 0.969
O -3.660 0.589 1.937
C -3.823 1.102 3.241
H -1.863 -3.753 -0.477
H -3.330 -2.836 -0.877
H -1.777 -2.317 -1.544
H -0.216 -1.497 -0.253
H -0.312 -2.191 1.386
H 0.295 0.081 1.582
H -1.345 -0.042 2.189
H -2.741 0.167 -0.542
H -2.342 1.846 -0.856
H -4.307 1.850 0.465
H -2.960 2.483 1.442
H -2.993 1.764 3.515
H -3.825 0.259 3.930
H -4.771 1.642 3.337
```

Values from the calculation:
HOMO energy (eV): -8.77
Largest force on an atom (eV/A): 5.40
Frontier orbital gap (eV): 9.36
SMILES string: CP(O)COC(=O)Br.COCCOCCOC
E_tot (eV): -101271.5207
Total charge: 0

Mulliken atomic charge list, values in e, 8 entries: C -0.99; P 0.06; O -0.47; C -0.52; O -0.24; C 0.57; O -0.36; Br -0.18

The following is a quantum chemistry calculation of a molecular structure, C9H20F3Na3O7S at a distorted geometry, from OMol25.

```
43
C9H20F3Na3O7S | OMol25 | ωB97M-V/def2-TZVPD
Na 4.415 -0.128 3.149
Na 0.151 -3.124 5.290
Na 3.911 -5.299 4.195
C 1.113 -3.128 0.874
F 2.123 -3.368 0.048
F 0.284 -2.174 0.363
F 0.448 -4.271 1.214
S 1.874 -2.366 2.481
O 2.826 -1.332 2.007
O 0.727 -1.847 3.267
O 2.544 -3.517 3.099
C -0.543 1.797 3.583
O -0.857 2.290 2.373
C -0.611 1.418 1.204
C 0.954 1.399 0.794
O 1.416 2.455 0.006
C 2.852 2.506 -0.230
H -1.155 0.951 3.896
H -0.714 2.399 4.477
H 0.505 1.500 3.591
H -1.276 1.658 0.374
H -0.944 0.394 1.371
H 1.295 0.431 0.427
H 1.518 1.248 1.714
H 3.351 2.581 0.736
H 3.150 3.394 -0.788
H 3.195 1.636 -0.789
C -2.082 -1.734 -2.241
O -2.767 -0.474 -2.154
C -1.916 0.588 -1.893
C -1.190 1.321 -2.986
O -2.115 1.910 -3.931
C -2.797 0.914 -4.775
H -1.427 -1.672 -3.109
H -2.855 -2.410 -2.608
H -1.549 -2.022 -1.335
H -1.110 0.186 -1.279
H -2.576 1.292 -1.385
H -0.596 0.583 -3.525
H -0.524 2.108 -2.631
H -3.456 0.322 -4.139
H -2.183 0.139 -5.232
H -3.408 1.445 -5.505
```

Values from the calculation:
HOMO energy (eV): -11.98
Largest force on an atom (eV/A): 3.45
Frontier orbital gap (eV): 4.15
ΔE to the lowest compared entry with this formula, charge and spin (eV): 3.474
E_tot (eV): -56210.7159
Total charge: +2

Mulliken atomic charge list, values in e, 8 entries: Na 0.99; Na 0.95; Na 1.01; C 0.59; F -0.18; F -0.20; F -0.20; S 1.07

The following is a quantum chemistry calculation of 3 unconnected molecules or ions with the total composition C9H20FN2 at a distorted geometry, from OMol25.

```
32
C9H20FN2 | OMol25 | ωB97M-V/def2-TZVPD
C 1.091 2.107 1.002
C -0.123 1.944 -0.059
C 1.689 0.734 0.776
C -0.354 0.503 -0.146
C 1.424 -2.054 1.638
C -0.300 -2.343 0.031
C 2.041 -1.834 -0.871
C -2.471 -0.046 -0.847
C 0.996 -1.563 0.250
N 0.654 -0.162 0.282
N -2.974 1.123 -1.245
F -3.366 3.922 -1.225
H 1.769 3.020 0.772
H 0.550 2.219 2.054
H -1.110 2.481 0.138
H 0.378 2.263 -0.933
H 2.560 0.853 0.075
H 2.188 0.244 1.715
H 2.253 -1.719 2.163
H 0.689 -1.833 2.325
H 1.500 -3.146 1.680
H -0.986 -1.797 0.723
H -0.099 -3.382 0.474
H -0.460 -2.323 -1.062
H 2.401 -2.881 -0.919
H 1.610 -1.788 -1.893
H 2.756 -1.186 -0.870
H -2.861 -0.721 -0.103
H -2.052 -0.629 -1.734
H -2.775 1.438 -2.191
H -3.128 4.866 -1.356
H -3.490 1.689 -0.642
```

Values from the calculation:
HOMO energy (eV): -12.59
Largest force on an atom (eV/A): 6.49
Frontier orbital gap (eV): 9.77
ΔE to the lowest compared entry with this formula, charge and spin (eV): 0.000
E_tot (eV): -15345.4329
Total charge: +1

Mulliken atomic charge list, values in e, 8 entries: C -0.56; C -0.72; C -0.46; C 0.31; C -1.90; C -1.23; C -1.71; C -0.40

Question: Among the records above, which one has the lowest total charge?
Answer: C9H20AsBF3O7

Question: Which of these has the highest HOMO energy?
Answer: C9H20AsBF3O7

Question: Which formula does entry 6 have?
Answer: C9H20FN2